1.
The following is a DFT calculation (ωB97M-V/def2-TZVPD) of the molecule C2H7NO2Si.

Calculated values
HOMO-LUMO gap = 11.063 eV
relative energy (zero: lowest compared OMol25 entry of this formula, charge and spin) = 132.6 kcal per mole
LUMO energy = 0.08 eV
structure (SMILES) = O=[N+]([O-])CC[SiH3]

The geometry in XYZ format:
```
13
Properties=species:S:1:pos:R:3:mulliken_charge:R:1
C 0.5301 -0.7904 0.1128 -0.722
C 0.0539 0.6490 0.3844 -0.560
N 0.2730 -1.8601 1.1171 0.770
O 1.0543 -1.8237 2.0672 -0.512
O -0.7629 -2.5256 1.0643 -0.513
Si -0.4528 1.4933 -1.2282 0.290
H 1.5131 -0.9093 -0.1737 0.387
H 0.0001 -1.1667 -0.7213 0.356
H -0.7675 0.6308 1.0728 0.397
H 0.8919 1.2287 0.8738 0.335
H -0.2674 2.9329 -0.8751 -0.099
H -2.0205 1.1895 -1.1099 -0.060
H -0.0454 0.9517 -2.5841 -0.068
```


2.
The following is a DFT calculation (ωB97M-V/def2-TZVPD) of a cluster of 15 separate species, C40H90O25S10 in total.

Calculated values
HOMO-LUMO gap = 8.167 eV
LUMO energy = -0.37 eV

The geometry in XYZ format:
```
165
Properties=species:S:1:pos:R:3:mulliken_charge:R:1
C -3.0181 1.2937 -5.2775 -1.602
C -1.8890 0.8297 -6.0148 0.679
C -0.9808 -0.1655 -5.3371 0.691
O -0.8444 -1.1015 -6.3574 -0.388
C -1.7252 -0.9938 -7.3432 0.582
O -1.6879 -1.7202 -8.3648 -0.634
O -2.4159 0.0865 -7.1030 -0.422
H -2.8358 2.1548 -4.6345 0.377
H -3.6501 0.5532 -4.7871 0.221
H -3.8150 1.7192 -5.8873 0.461
H -1.3790 1.6676 -6.4903 0.293
H -1.4938 -0.5364 -4.4497 -0.406
H -0.0428 0.3786 -5.2270 0.009
C 2.7769 2.3467 4.9142 -1.393
C 3.9896 3.2878 5.1731 0.915
C 3.7262 4.4036 6.1906 -0.437
O 4.5432 4.0282 7.2683 -0.344
C 5.4101 3.0398 6.8834 0.573
O 6.3333 2.6885 7.5494 -0.536
O 5.1065 2.5838 5.6500 -0.392
H 2.4187 1.9077 5.8454 0.553
H 3.1515 1.4832 4.3644 0.038
H 1.9160 2.7661 4.3936 0.488
H 4.2679 3.8149 4.2605 -0.054
H 2.7074 4.4700 6.5724 0.300
H 4.0658 5.3682 5.8133 0.276
C 2.6232 -6.1589 3.1852 -1.506
C 2.0433 -6.3619 1.8324 0.638
C 0.7278 -7.1161 1.8821 -0.815
O -0.0370 -6.4740 0.9014 -0.357
C 0.5497 -5.2580 0.7519 -0.294
O 0.1297 -4.3013 0.1300 0.048
O 1.6795 -5.1618 1.3904 0.451
H 3.4436 -5.4432 3.1330 0.228
H 2.9460 -7.1150 3.5971 0.464
H 1.8742 -5.7273 3.8492 0.376
H 2.7546 -6.9014 1.2070 0.261
H 0.1524 -7.0514 2.8056 0.331
H 0.6869 -8.1908 1.7043 0.289
C 1.9097 -3.2863 -3.5579 -1.186
C 0.4204 -3.3857 -3.9125 0.448
C -0.2899 -4.6953 -3.4950 -0.675
O -1.4886 -4.2059 -2.8675 -0.364
C -1.4474 -2.8862 -2.6795 0.066
O -2.4198 -2.2616 -2.2174 -0.122
O -0.2622 -2.3828 -3.0996 0.126
H 2.2979 -2.2994 -3.8099 0.177
H 2.4586 -4.0118 -4.1584 0.528
H 2.1064 -3.5854 -2.5284 -0.066
H 0.2400 -3.0578 -4.9362 0.563
H 0.2986 -5.3360 -2.8382 0.247
H -0.5615 -5.2558 -4.3895 0.358
C -1.8868 0.6238 -1.1527 0.420
C -1.1364 -0.2224 -0.0461 3.006
C 0.3388 -0.5891 -0.3522 0.413
O 0.9880 -0.1933 0.7989 0.337
C 0.2409 0.5791 1.5918 -0.342
O 0.6016 1.2482 2.5780 -0.324
O -1.0196 0.5763 1.0714 0.195
H -2.9326 0.7018 -0.8555 -0.230
H -1.8402 0.2376 -2.1709 -0.806
H -1.5148 1.6481 -1.1292 -0.200
H -1.7269 -1.1072 0.1919 -1.328
H 0.7109 -0.1204 -1.2632 -0.464
H 0.4998 -1.6618 -0.4591 -0.255
C 5.5026 1.0417 -4.1007 -0.591
S 4.8322 -0.5599 -3.4445 0.527
O 5.8599 -1.1051 -2.4515 -0.635
C 3.3956 0.1274 -2.4928 0.231
H 6.0973 1.5463 -3.3393 0.258
H 4.6317 1.6574 -4.3255 -0.017
H 6.0675 0.8994 -5.0220 0.379
H 2.5666 0.2983 -3.1796 0.074
H 3.7163 1.0836 -2.0793 0.237
H 3.0477 -0.6186 -1.7783 -0.482
C -3.2726 0.2487 3.7646 0.398
S -3.1387 1.6503 4.9875 0.418
O -2.0945 1.4410 6.0832 -0.636
C -2.1898 2.8410 3.9047 -0.092
H -3.7271 0.7576 2.9145 -0.545
H -3.9551 -0.4681 4.2211 0.498
H -2.2624 -0.0106 3.4477 -0.246
H -2.8095 3.5666 3.3778 0.057
H -1.4950 2.3070 3.2565 -0.319
H -1.6001 3.4757 4.5660 0.442
C -5.2212 -1.5375 -2.4412 -0.458
S -6.9753 -1.0305 -1.9811 0.328
O -7.1345 -1.0530 -0.4494 -0.535
C -6.8143 0.7152 -2.6092 -0.805
H -4.5083 -0.8679 -1.9600 -0.217
H -4.9907 -1.5212 -3.5064 0.545
H -5.0672 -2.5684 -2.1225 0.276
H -5.9130 1.2338 -2.2821 0.049
H -7.6453 1.3057 -2.2236 0.401
H -6.8729 0.8166 -3.6929 0.426
C 2.0235 -1.1236 4.4826 -1.086
S 1.5946 -2.9381 4.2444 0.598
O 1.2872 -3.5913 5.5860 -0.729
C -0.0315 -2.5845 3.4727 -0.977
H 1.2012 -0.4760 4.7866 0.369
H 2.3172 -0.5860 3.5809 0.049
H 2.8639 -0.9808 5.1618 0.587
H -0.0632 -2.2623 2.4319 -0.221
H -0.5464 -1.9119 4.1588 0.630
H -0.6000 -3.5141 3.4458 0.559
C 1.2906 3.0759 -4.4616 -0.323
S 0.9421 3.5740 -2.6673 0.527
O 1.0154 2.2877 -1.8191 -0.373
C 2.5703 4.3601 -2.3514 -0.848
H 2.2509 2.5616 -4.4998 -0.073
H 1.4738 3.9595 -5.0731 0.503
H 0.5153 2.5334 -5.0025 -0.217
H 3.1886 3.6546 -1.7965 -0.002
H 2.3180 5.2004 -1.7047 0.397
H 3.0800 4.7787 -3.2192 0.412
C -4.9516 -2.3490 1.3143 -1.087
S -3.1507 -2.8325 1.5525 1.059
O -3.0345 -3.1751 3.0137 -0.692
C -3.4625 -4.4885 0.7417 -1.030
H -5.7072 -2.8981 1.8763 0.550
H -5.2117 -2.5138 0.2687 0.221
H -4.9661 -1.2900 1.5717 0.075
H -2.4892 -4.9564 0.5933 0.031
H -3.9006 -4.4898 -0.2564 0.289
H -4.1118 -5.0419 1.4201 0.478
C -2.4522 4.4318 -0.7535 -0.503
S -2.6293 5.9549 0.2971 0.533
O -1.5804 5.7121 1.3927 -0.646
C -1.7008 7.1289 -0.8177 -0.841
H -3.0616 4.4571 -1.6568 0.440
H -2.6518 3.4578 -0.3066 -0.099
H -1.4042 4.2552 -0.9959 0.241
H -1.0863 6.6139 -1.5560 0.134
H -1.0066 7.7987 -0.3102 0.358
H -2.5007 7.6495 -1.3442 0.365
C -5.5874 4.0922 2.1347 -0.542
S -6.3151 3.7303 0.4917 0.367
O -5.5952 4.5405 -0.5352 -0.564
C -5.6605 2.0070 0.3659 0.375
H -6.0129 5.0800 2.3114 0.428
H -4.5268 4.3351 2.0685 -0.188
H -5.8078 3.3895 2.9382 0.388
H -5.2272 1.6359 1.2947 -0.353
H -4.8823 1.9787 -0.3968 -0.252
H -6.4767 1.3802 0.0067 0.326
C 3.5563 3.0056 1.3338 0.023
S 5.0125 2.1356 0.6827 0.700
O 5.3452 2.6796 -0.7018 -0.696
C 6.2841 2.7941 1.8634 -0.765
H 3.7408 4.0139 1.7046 0.570
H 3.1405 2.3993 2.1386 -0.356
H 2.7640 3.0105 0.5852 -0.190
H 6.4871 3.7773 1.4389 0.333
H 7.1555 2.1400 1.8939 0.358
H 5.8474 2.8160 2.8618 0.019
C 4.2570 -4.7244 -1.1262 -0.568
S 4.6711 -4.1110 0.5285 0.462
O 6.1423 -3.8078 0.7083 -0.660
C 3.7427 -2.4698 0.4163 -0.354
H 5.0456 -5.4293 -1.3896 0.548
H 4.3747 -3.8346 -1.7447 0.018
H 3.3253 -5.2891 -1.0925 0.112
H 2.7380 -2.7735 0.1225 -0.275
H 4.2149 -1.8864 -0.3742 0.251
H 3.7912 -1.8938 1.3404 0.376
```